# 1
{
  "formula": "C4H6O2",
  "method": "wB97M-V/def2-TZVPD",
  "smiles": "C#COC.C=O",
  "relative_energy_kj_mol": 523.6,
  "homo_lumo_gap_ev": 9.66,
  "energy_ev": -8335.0342,
  "largest_force_ev_per_a": 5.464,
  "total_charge": 0,
  "species": ["C", "C", "O", "O", "C", "C", "H", "H", "H", "H", "H", "H"],
  "coordinates": [[0.7009, 0.4358, -1.9753], [-0.6490, 0.9848, 1.4085], [1.5404, -0.1271, -1.2415], [-0.6984, 0.2210, 0.1920], [-0.1651, -1.0434, 0.3039], [-0.1057, -2.2016, 0.6525], [0.3838, -0.0753, -2.8977], [0.8275, 1.4959, -2.2490], [-0.9130, 0.4150, 2.2999], [-1.3639, 1.8009, 1.3312], [0.3780, 1.3362, 1.5366], [0.0644, -3.2421, 0.6389]]
}

---

# 2
{
  "formula": "C43H92N8O9",
  "method": "wB97M-V/def2-TZVPD",
  "smiles": "[H]/N=C\\C[C@H](CCCC(=O)OCC)OCCNCCCCCCCCCCCCCC.CN(C)C=O.CN(C)C=O.CN(C)C=O.CN(C)C=O.CN(C)C=O.CN(C)C=O",
  "homo_lumo_gap_ev": 8.77,
  "energy_ev": -76430.4521,
  "largest_force_ev_per_a": 2.622,
  "total_charge": 0,
  "species": ["C", "C", "C", "C", "C", "C", "C", "C", "C", "C", "C", "C", "C", "C", "N", "C", "C", "O", "C", "C", "C", "N", "C", "C", "C", "C", "O", "O", "C", "C", "H", "H", "H", "H", "H", "H", "H", "H", "H", "H", "H", "H", "H", "H", "H", "H", "H", "H", "H", "H", "H", "H", "H", "H", "H", "H", "H", "H", "H", "H", "H", "H", "H", "H", "H", "H", "H", "H", "H", "H", "H", "H", "H", "H", "H", "H", "H", "H", "H", "H", "C", "O", "N", "C", "C", "H", "H", "H", "H", "H", "H", "H", "C", "O", "N", "C", "C", "H", "H", "H", "H", "H", "H", "H", "C", "O", "N", "C", "C", "H", "H", "H", "H", "H", "H", "H", "C", "O", "N", "C", "C", "H", "H", "H", "H", "H", "H", "H", "C", "O", "N", "C", "C", "H", "H", "H", "H", "H", "H", "H", "C", "O", "N", "C", "C", "H", "H", "H", "H", "H", "H", "H"],
  "coordinates": [[-8.8536, -1.4596, -5.2713], [-9.5332, -0.0927, -5.2220], [-8.6183, 1.0378, -5.6843], [-7.5544, 1.4234, -4.6359], [-6.2858, 1.9954, -5.2841], [-5.0142, 1.6836, -4.5069], [-4.8298, 2.5389, -3.2493], [-3.7653, 1.9430, -2.3037], [-3.9992, 2.2429, -0.8110], [-2.7999, 2.9068, -0.1060], [-2.8583, 2.6692, 1.4232], [-1.9445, 1.5114, 1.8786], [-2.7058, 0.1754, 2.0428], [-2.2224, -0.6618, 3.2500], [-1.6852, -1.9792, 2.9326], [-0.3384, -1.9293, 2.3616], [0.6679, -2.4465, 3.3879], [1.8758, -2.8302, 2.7610], [3.0462, -2.2782, 3.3585], [3.1887, -0.7870, 3.0010], [2.7262, -0.3615, 1.6320], [2.6515, -1.0519, 0.5705], [4.2432, -3.1818, 3.0320], [5.3451, -2.5943, 2.1656], [6.4259, -3.6393, 1.8349], [7.8120, -3.1098, 2.0919], [8.1187, -2.3778, 3.0383], [8.7274, -3.5228, 1.1605], [9.7394, -2.5676, 0.8778], [10.6434, -3.1110, -0.1988], [-9.4818, -2.1978, -4.7737], [-8.7020, -1.7834, -6.2951], [-7.9080, -1.4240, -4.7346], [-10.3818, -0.1309, -5.9100], [-9.9628, 0.0938, -4.2382], [-9.2347, 1.9181, -5.8708], [-8.1507, 0.7252, -6.6148], [-8.0143, 2.1757, -3.9987], [-7.3116, 0.5305, -4.0641], [-6.1932, 1.5276, -6.2653], [-6.3890, 3.0651, -5.4621], [-4.1591, 1.8804, -5.1573], [-4.9677, 0.6237, -4.2605], [-4.4432, 3.5034, -3.5756], [-5.7738, 2.6815, -2.7289], [-2.7884, 2.2998, -2.6246], [-3.7568, 0.8627, -2.4387], [-4.8628, 2.8913, -0.6820], [-4.2165, 1.3015, -0.3079], [-2.9119, 3.9777, -0.2707], [-1.8708, 2.5407, -0.5310], [-3.8981, 2.4904, 1.6809], [-2.5203, 3.5800, 1.9143], [-1.1441, 1.4099, 1.1505], [-1.5452, 1.7930, 2.8494], [-2.6436, -0.4002, 1.1212], [-3.7489, 0.4274, 2.2154], [-3.0752, -0.8141, 3.9114], [-1.4904, -0.1120, 3.8352], [-2.3119, -2.4814, 2.3265], [-0.2884, -2.5931, 1.4988], [-0.0754, -0.9271, 2.0223], [0.8188, -1.6646, 4.1338], [0.2045, -3.3114, 3.8584], [2.8822, -2.3249, 4.4365], [4.1994, -0.4162, 3.1615], [2.5808, -0.2215, 3.7099], [2.4449, 0.6881, 1.5541], [2.9352, -2.0133, 0.7589], [4.7111, -3.4750, 3.9704], [3.8538, -4.1060, 2.6097], [5.8074, -1.7750, 2.7100], [4.9885, -2.1735, 1.2277], [6.3680, -3.8735, 0.7737], [6.2574, -4.5751, 2.3663], [9.2934, -1.6324, 0.5346], [10.3410, -2.3242, 1.7510], [11.2040, -3.9711, 0.1611], [10.0785, -3.4481, -1.0661], [11.3505, -2.3542, -0.5232], [3.4780, 3.9217, 1.7077], [3.1425, 3.1856, 2.6171], [4.4319, 3.6348, 0.8054], [4.7862, 4.5450, -0.2653], [5.1235, 2.3613, 0.9164], [3.0095, 4.9071, 1.5447], [4.6182, 4.0709, -1.2340], [5.8380, 4.8269, -0.1886], [4.1769, 5.4442, -0.2047], [4.4127, 1.5404, 0.8430], [5.6237, 2.2935, 1.8836], [5.8586, 2.2670, 0.1216], [-2.6004, 4.0424, 5.2327], [-3.1419, 2.9540, 5.1744], [-1.3372, 4.2533, 5.6365], [-0.7507, 5.5779, 5.6792], [-0.5372, 3.1084, 6.0415], [-3.1246, 4.9703, 4.9458], [0.1231, 5.6235, 5.0263], [-0.4439, 5.8214, 6.6980], [-1.4771, 6.3159, 5.3466], [-0.4489, 2.4019, 5.2154], [-1.0134, 2.5962, 6.8781], [0.4532, 3.4440, 6.3364], [-8.1174, -0.2889, -9.5018], [-7.4866, -0.5928, -8.5083], [-7.6366, 0.4626, -10.5083], [-8.4329, 0.7976, -11.6715], [-6.2706, 0.9512, -10.4154], [-9.1612, -0.6103, -9.6595], [-7.9581, 0.4153, -12.5774], [-8.5373, 1.8809, -11.7587], [-9.4232, 0.3567, -11.5826], [-5.5772, 0.1135, -10.3386], [-6.1536, 1.5702, -9.5254], [-6.0349, 1.5381, -11.2992], [4.2017, -7.4654, 2.9630], [4.9057, -6.5062, 3.2129], [4.0368, -7.9873, 1.7348], [3.1833, -9.1325, 1.4894], [4.7415, -7.3729, 0.6219], [3.6266, -7.9931, 3.7416], [3.7653, -9.9533, 1.0658], [2.3873, -8.8671, 0.7911], [2.7339, -9.4665, 2.4218], [5.8178, -7.4059, 0.7949], [4.4456, -6.3278, 0.5220], [4.5048, -7.9052, -0.2954], [10.8225, 0.7578, -4.2538], [11.0703, 1.8489, -3.7827], [11.2992, -0.4076, -3.7750], [10.9670, -1.6842, -4.3747], [12.1751, -0.3732, -2.6159], [10.1681, 0.6289, -5.1330], [10.4630, -2.3240, -3.6472], [11.8728, -2.1879, -4.7184], [10.3062, -1.5335, -5.2254], [11.6547, 0.0878, -1.7755], [13.0632, 0.2194, -2.8359], [12.4714, -1.3848, -2.3522], [-6.8225, 3.7099, 8.8434], [-6.0731, 4.6422, 9.0602], [-6.8740, 3.0196, 7.6907], [-7.7919, 1.9177, 7.4925], [-5.9732, 3.3974, 6.6109], [-7.5420, 3.3460, 9.5978], [-7.2399, 1.0005, 7.2778], [-8.4613, 2.1290, 6.6559], [-8.3894, 1.7656, 8.3891], [-4.9411, 3.3100, 6.9397], [-6.1568, 4.4350, 6.3272], [-6.1295, 2.7520, 5.7519]]
}

---

# 3
{
  "formula": "CH2BrClNO2",
  "method": "wB97M-V/def2-TZVPD",
  "relative_energy_kj_mol": 0.0,
  "homo_lumo_gap_ev": [7.92, 7.92],
  "energy_ev": -89218.4054,
  "largest_force_ev_per_a": 5.624,
  "total_charge": -1,
  "species": ["C", "N", "O", "O", "Cl", "Br", "H", "H"],
  "coordinates": [[-0.9060, 0.2059, -0.2511], [1.2594, -0.7990, 0.1910], [0.9235, -0.6347, 1.3075], [0.1248, -0.1037, -0.8343], [-2.4176, -0.8627, -0.4851], [3.1644, 0.6938, -0.1954], [-1.3121, 1.2090, -0.5220], [-0.8364, 0.2914, 0.7895]]
}

---

# 4
{
  "formula": "C20H41N3O5SSbSe4SiTc",
  "method": "wB97M-V/def2-TZVPD",
  "relative_energy_kj_mol": 216.6,
  "homo_lumo_gap_ev": 5.51,
  "energy_ev": -324937.7887,
  "largest_force_ev_per_a": 2.660,
  "total_charge": 2,
  "species": ["Tc", "N", "C", "C", "O", "O", "H", "H", "H", "H", "Se", "Sb", "Se", "Se", "Se", "N", "C", "N", "C", "C", "C", "C", "C", "H", "H", "H", "H", "H", "H", "H", "H", "H", "H", "C", "C", "C", "C", "O", "Si", "S", "O", "C", "C", "C", "C", "O", "C", "C", "C", "C", "H", "H", "H", "H", "H", "H", "H", "H", "H", "H", "H", "H", "H", "H", "H", "H", "H", "H", "H", "H", "H", "H", "H", "H", "H", "H", "H"],
  "coordinates": [[-1.7546, -0.6961, 0.4033], [-2.3003, -0.7278, 2.8334], [-1.6152, 0.3721, 3.5171], [-0.7742, 1.1407, 2.5306], [-0.2765, 2.1922, 2.7284], [-0.6749, 0.4653, 1.3415], [-3.3030, -0.6600, 2.9518], [-2.0122, -1.6356, 3.1797], [-0.9563, 0.0311, 4.3128], [-2.3194, 1.0859, 3.9369], [-2.7023, -5.7124, -1.7454], [-2.1241, -4.6947, 0.2762], [-3.3317, -2.4087, 0.5332], [-0.5512, -2.2059, -0.8094], [-1.1509, -5.2175, 2.3459], [-3.3404, 0.4659, 0.0447], [-4.3197, 1.0591, -0.1705], [-5.3924, 1.7078, -0.4266], [-5.4977, 2.5848, -1.6405], [-6.9494, 2.9971, -1.8371], [-7.8715, 1.7914, -1.6553], [-7.8175, 1.2533, -0.2083], [-6.5472, 1.6923, 0.5158], [-5.1513, 2.0115, -2.4982], [-4.8476, 3.4491, -1.5146], [-7.0369, 3.3988, -2.8456], [-7.2237, 3.7995, -1.1499], [-7.5641, 1.0109, -2.3558], [-8.8930, 2.0616, -1.9115], [-7.8893, 0.1666, -0.2071], [-8.6568, 1.6342, 0.3743], [-6.3135, 1.0311, 1.3458], [-6.6478, 2.7024, 0.9078], [4.2940, -1.5504, 1.5481], [2.9397, -2.2422, 1.4814], [2.1677, -2.0374, 2.7748], [3.0848, -3.7100, 1.1382], [2.1203, -1.6519, 0.4169], [2.2767, -0.2755, -0.4001], [0.1348, -0.2281, -1.3084], [2.3708, 1.0063, 0.5375], [3.1017, 2.2968, 0.5285], [2.3160, 3.2412, -0.3616], [3.1100, 2.7603, 1.9696], [4.5199, 2.0957, 0.0149], [3.1216, -0.2607, -1.7379], [3.5745, -1.1341, -2.8266], [2.6240, -2.3088, -2.9754], [3.5817, -0.2702, -4.0729], [4.9739, -1.6062, -2.4775], [4.9527, -2.1011, 2.2209], [4.1944, -0.5319, 1.9294], [4.7717, -1.5208, 0.5651], [2.7641, -2.3705, 3.6271], [1.2354, -2.6089, 2.7609], [1.9459, -0.9747, 2.9046], [3.5393, -4.2449, 1.9743], [3.7213, -3.8441, 0.2607], [2.1086, -4.1547, 0.9376], [1.2931, 3.3410, 0.0068], [2.2966, 2.8718, -1.3914], [2.7775, 4.2296, -0.3647], [2.0916, 2.8602, 2.3465], [3.6022, 3.7322, 2.0396], [3.6576, 2.0536, 2.5960], [4.5201, 1.6648, -0.9855], [5.0889, 1.4478, 0.6845], [5.0274, 3.0606, -0.0331], [1.6195, -1.9697, -3.2441], [2.5811, -2.8979, -2.0542], [2.9734, -2.9632, -3.7759], [2.5908, 0.1522, -4.2537], [3.8689, -0.8654, -4.9414], [4.2939, 0.5488, -3.9615], [4.9620, -2.2704, -1.6105], [5.6256, -0.7564, -2.2692], [5.3909, -2.1590, -3.3210]]
}